Formula: C40H78BrF13N2O18S7
Source: the Open Molecules 2025 dataset
Level of theory: wB97M-V/def2-TZVPD

```
159
Properties=species:S:1:pos:R:3:forces:R:3:lowdin_charge:R:1
Br -9.739338 1.645013 -3.014315 0.237 0.207 0.284 0.67
S 2.167337 -7.343922 -3.432475 -0.023 0.242 0.618 0.58
S -4.307152 -3.434568 1.037794 0.053 0.353 -0.053 0.80
S -8.367175 4.431921 7.007262 -0.446 -0.503 -0.143 0.57
S 6.031438 5.103156 -5.024068 -0.549 0.557 -0.186 0.57
S -3.312801 -8.281712 2.098453 0.171 -0.476 -0.475 0.57
S -0.349796 -0.344390 -4.081746 1.425 -2.456 0.133 0.83
S 8.889873 -0.584255 3.056959 -0.234 -0.416 0.560 0.58
F -0.350617 -1.796149 -3.307026 0.275 1.189 -0.228 -0.17
F -2.515237 -0.198582 -5.511302 0.369 0.433 0.016 0.12
F -2.609814 -1.703991 -4.033730 -0.191 -0.058 0.727 0.15
F -0.275924 1.025589 -4.866103 -0.407 -0.229 0.488 -0.11
F -4.178245 -0.267039 3.157923 -0.126 0.374 -0.395 0.09
F -2.563516 1.830310 -3.474759 0.543 -0.343 -0.067 0.12
F -1.967215 1.039830 1.732062 -0.285 0.205 0.440 0.06
F -2.578892 2.860179 2.773639 -0.327 -0.162 -0.511 0.09
F -0.236236 -1.182059 -5.454798 -0.060 0.663 0.395 -0.14
F -0.375682 0.350308 -2.646039 -0.321 0.285 -0.606 -0.13
F -4.264848 0.626710 -3.999405 0.368 -0.276 -0.299 0.09
F 1.238373 -0.342831 -4.007053 -0.464 0.015 0.076 -0.13
F -4.462597 1.658279 4.176818 0.058 -0.049 -0.886 0.05
O 6.602588 4.516025 -6.195942 0.184 -0.199 0.225 -0.27
O -9.260821 -0.950348 -2.412711 -0.642 -2.314 -0.787 0.07
O -8.207854 3.021736 6.271328 -0.308 0.230 0.066 -0.26
O -3.742872 -6.958179 1.763657 0.048 0.103 0.283 -0.30
O 3.369457 -7.452319 -4.200721 -0.169 0.007 -0.229 -0.27
O -7.795194 4.340727 8.314606 0.144 0.247 -0.077 -0.27
O 6.306177 4.594504 -3.715019 0.320 -0.152 -0.100 -0.28
O 0.895902 -7.693476 -3.986235 0.150 -0.071 -0.223 -0.27
O -7.989248 5.472658 6.099915 0.240 0.024 0.148 -0.28
O 2.077723 -5.871483 -2.816272 0.097 -0.338 0.159 -0.26
O -3.402717 -8.776672 3.436918 -0.084 0.275 0.071 -0.27
O 6.322805 6.675492 -5.036748 -0.311 -0.208 0.021 -0.26
O -1.818875 -8.489234 1.566464 -0.296 -0.098 -0.123 -0.26
O 9.908792 -0.994553 2.139435 -0.010 0.332 -0.130 -0.27
O 5.746598 -1.746008 1.148672 -1.203 0.090 0.213 -0.21
O 9.578035 -0.176988 4.444872 -0.159 -0.273 -0.102 -0.27
O 7.929033 0.418127 2.709118 0.202 0.076 -0.256 -0.28
O -6.184577 -0.793745 0.396267 -0.198 0.622 -0.840 -0.11
N -3.828876 -0.778336 0.469915 -1.544 2.038 -0.311 0.11
N -3.905137 2.044255 1.069669 -0.677 -0.007 -0.165 0.00
C 3.887651 2.964768 -1.687525 -0.809 -0.372 -1.694 -0.18
C -5.063364 -0.017292 -0.001096 1.279 0.118 0.175 -0.34
C -6.298976 1.461093 1.821061 1.067 0.578 0.882 -0.01
C 8.030356 -2.006399 3.639174 0.035 -0.147 0.114 -0.12
C -10.124084 4.402390 7.157667 -0.088 -0.072 -0.064 -0.12
C -4.094564 -1.913104 0.716820 0.603 -2.862 0.764 -0.78
C 4.284388 5.198804 -5.246211 -0.084 0.117 0.033 -0.12
C -3.310416 0.140644 -1.909810 0.311 0.074 0.195 -0.06
C 4.863188 -2.827597 0.884630 0.035 -0.486 0.286 -0.12
C -5.166181 1.399162 0.742779 -1.404 -0.399 -0.699 -0.21
C -8.015882 0.396150 -0.886869 -0.380 0.545 -0.073 -0.14
C -7.281428 -0.911379 -0.479581 -1.230 -0.365 -0.649 -0.17
C -0.976022 2.863431 -0.467336 1.139 1.421 -0.419 -0.18
C -2.167758 3.726424 0.024368 0.611 -0.263 -0.240 -0.18
C -2.223759 -0.453214 -4.222160 -0.469 0.833 -1.367 -0.45
C 8.677055 6.889808 -5.679567 -0.017 -0.249 -0.136 -0.07
C 10.620195 0.810212 4.419404 0.408 0.626 -0.057 -0.26
C 10.071800 2.213086 4.241532 -0.200 0.037 -0.187 -0.08
C -5.907510 2.308085 6.728391 -0.035 0.178 0.391 -0.07
C 5.092438 -0.527335 0.778452 1.179 0.359 -0.845 -0.22
C -0.816931 -7.544844 1.976209 0.490 0.440 0.393 -0.26
C 4.367342 1.589432 -2.284747 -1.111 0.568 0.902 -0.19
C -3.038744 0.567598 -3.372980 -1.791 0.123 1.172 -0.42
C -6.933811 2.702053 5.685295 0.774 -0.207 -0.153 -0.26
C 2.169326 -4.752451 -3.714960 -0.111 0.596 -0.555 -0.25
C -3.610544 0.937723 3.375426 0.542 -0.342 1.403 -0.26
C 5.207788 -0.317794 -0.766203 -1.301 0.230 0.312 -0.15
C -4.092911 -9.436117 1.018063 0.055 -0.045 -0.124 -0.12
C 0.886394 -4.539149 -4.493657 -0.120 -0.286 -0.126 -0.07
C -4.832484 0.121496 -1.546318 0.281 -0.308 -0.129 -0.06
C -8.960358 0.110504 -2.066913 0.973 1.732 1.185 -0.81
C 1.588637 3.393626 -0.644817 -0.388 -0.219 -1.311 -0.20
C -0.373462 -7.770368 3.408823 -0.194 -0.063 0.180 -0.07
C -3.548314 3.055055 0.067952 -0.022 1.179 -0.677 -0.14
C 3.937580 0.457383 -1.280709 1.351 0.370 0.098 -0.18
C -3.114178 1.741402 2.148153 0.826 -0.347 0.088 -0.43
C 0.140765 3.871177 -0.977427 -0.344 -0.209 1.206 -0.19
C 7.620957 7.127644 -4.617570 0.769 0.173 0.076 -0.26
C 2.373552 -8.205857 -1.907593 0.042 0.041 0.124 -0.12
C 2.339239 3.053968 -1.984740 0.483 0.482 2.094 -0.20
H 3.840389 -2.631334 1.266771 0.452 0.014 -0.035 0.09
H 0.030472 -4.483548 -3.820156 0.049 0.079 0.009 0.08
H -0.005246 4.080774 -2.053046 0.195 -0.164 0.417 0.11
H 2.135865 4.138526 -0.040671 -0.184 -0.168 -0.454 0.11
H 8.360966 7.306485 -6.636792 0.017 0.067 0.057 0.08
H 3.176473 -0.228146 -1.692064 0.426 0.186 0.058 0.10
H -5.613591 2.029060 -0.051974 0.553 -0.070 0.350 0.13
H -0.040999 4.827250 -0.450366 0.126 -0.288 -0.258 0.10
H -1.202357 2.238576 -1.343625 -0.252 -0.099 0.657 0.08
H 3.023195 -4.873667 -4.384817 0.002 -0.189 0.081 0.12
H 9.622367 7.348584 -5.386576 -0.067 0.059 0.050 0.08
H -4.996474 1.958348 6.252333 -0.070 -0.019 -0.012 0.06
H 8.756509 -2.757109 3.942645 0.023 0.073 0.013 0.08
H 7.421125 -2.377154 2.816030 0.014 0.185 -0.068 0.06
H -0.078223 -8.809320 3.561378 0.059 0.038 -0.051 0.09
H 0.940835 -3.618307 -5.075010 0.065 0.025 0.086 0.07
H 2.372631 -9.271328 -2.129786 -0.013 0.049 -0.100 0.08
H -1.847669 4.235984 0.949867 -0.436 -0.389 -0.197 0.12
H -4.306849 3.869311 0.115854 0.332 -0.381 0.217 0.14
H -1.175946 -6.523940 1.828706 -0.166 -0.091 -0.034 0.12
H 5.286908 -1.261267 -1.329717 0.113 0.200 0.454 0.10
H -5.142976 -9.490797 1.299036 0.045 0.078 0.076 0.08
H -2.788202 0.781800 -1.186434 0.141 -0.142 -0.576 0.10
H -2.864309 -0.861675 -1.795939 -0.417 0.371 0.199 0.13
H -3.994673 -9.083319 -0.005784 0.023 0.011 0.040 0.08
H -6.578065 3.535431 5.075297 -0.144 0.093 0.088 0.11
H 7.526546 8.196896 -4.431431 -0.312 -0.061 -0.035 0.12
H -5.219373 -0.740870 -2.117271 -0.279 0.376 0.544 0.13
H -10.563939 4.433186 6.163807 0.043 -0.009 0.017 0.07
H -6.296798 1.518977 7.373717 -0.015 -0.018 -0.076 0.09
H 3.476527 0.927888 -0.391072 0.061 -0.104 -0.459 0.09
H 11.350914 0.569572 3.644222 -0.137 -0.124 -0.053 0.12
H -6.345096 0.588273 2.482676 -0.131 0.174 -0.399 0.08
H 0.705841 -5.363391 -5.183885 0.020 0.024 0.006 0.07
H -8.672375 0.763972 -0.074447 0.309 -0.141 -0.313 0.13
H 10.869067 2.950434 4.346244 0.035 -0.075 0.058 0.08
H 1.542367 -7.960828 -1.250455 -0.005 0.010 -0.056 0.06
H 7.395525 -1.716666 4.473384 0.019 0.036 -0.036 0.08
H 3.770501 1.443253 -3.201816 0.790 0.122 -0.029 0.09
H -6.032147 2.321146 2.466574 -0.242 -0.342 -0.304 0.09
H -0.474219 2.307500 0.338164 -0.730 -0.155 -0.328 0.10
H 1.575505 2.461734 -0.049149 -0.101 0.432 -0.098 0.10
H 4.369882 3.830905 -2.201255 -0.021 -0.690 0.682 0.09
H 5.643572 0.309504 1.244848 -0.155 -0.531 0.039 0.12
H -1.179742 -7.556458 4.110134 0.021 0.021 -0.026 0.07
H -3.697541 2.629273 -0.945329 0.119 -0.009 0.534 0.11
H -7.366608 1.243605 -1.154714 -0.140 -0.371 0.046 0.10
H 3.843476 5.678942 -4.375447 0.039 -0.003 -0.016 0.07
H -2.252047 4.553493 -0.710535 -0.290 -0.457 0.240 0.12
H 3.322168 -7.914590 -1.463099 -0.024 0.017 -0.036 0.07
H 8.851573 5.824814 -5.831671 0.008 0.025 0.028 0.07
H -2.719666 0.766087 4.004985 -0.147 0.098 -0.521 0.18
H -10.416379 3.498224 7.686465 0.049 0.019 -0.003 0.07
H 4.019428 2.995956 -0.593348 0.342 0.099 -0.498 0.10
H 2.368021 -3.877860 -3.095802 0.034 -0.215 0.237 0.12
H -5.650217 3.151695 7.369231 -0.030 0.000 -0.029 0.08
H -7.079856 -1.474619 -1.411821 0.390 0.262 0.497 0.13
H 7.898054 6.658180 -3.671317 -0.158 -0.112 -0.040 0.12
H 4.762224 -3.060169 -0.192004 0.199 0.120 0.331 0.08
H -7.281602 1.708893 1.403551 0.347 -0.408 -0.060 0.07
H -10.419676 5.280848 7.728181 0.114 0.009 -0.006 0.08
H 11.132286 0.738942 5.378498 -0.172 -0.256 0.031 0.12
H 5.261836 -3.708687 1.414900 -0.137 0.275 -0.335 0.09
H 9.622325 2.339404 3.256751 0.034 -0.008 0.014 0.07
H 4.053485 -0.463111 1.154303 0.301 -0.436 -0.241 0.11
H -3.621917 -10.408254 1.143243 0.006 0.040 0.032 0.08
H 3.909895 4.181288 -5.345958 0.115 -0.019 0.023 0.08
H -8.033236 -1.531601 0.040329 0.537 0.210 -0.012 0.15
H 4.075462 5.764106 -6.151458 0.043 -0.020 0.014 0.07
H 2.085678 3.860256 -2.692139 0.254 -0.546 -0.074 0.10
H -5.354915 1.028418 -1.883786 0.328 -0.325 -0.142 0.12
H -7.108257 1.862336 5.012982 -0.298 0.062 0.060 0.11
H 0.030321 -7.688513 1.306250 -0.199 -0.181 -0.159 0.11
H 1.969003 2.065788 -2.310205 -0.007 0.583 -0.223 0.09
H 9.296667 2.419834 4.980687 0.078 -0.007 0.041 0.08
H 0.468574 -7.121514 3.653982 0.011 -0.008 -0.099 0.08
H 6.127226 0.257748 -0.950515 -0.379 -0.199 -0.042 0.11
H 5.449610 1.602346 -2.474054 -0.423 -0.231 -0.090 0.10
```
Forces are in eV/Å.

Calculated values
LUMO level (eV): -0.03
Net charge: 0
Gap between HOMO and LUMO (eV): 9.33
HOMO (eV): -9.368